Entry from the OMol25 dataset: 2 unconnected molecules or ions with the total composition C2H7N4P in a non-equilibrium geometry (the ωB97M-V functional and the def2-TZVPD basis).

XYZ file:
```
14
Properties=species:S:1:pos:R:3:forces:R:3:mulliken_charge:R:1
C -1.05024 0.14828 1.16834 -0.1 0.6 -0.1 0.0916
C -0.17467 -1.60234 -0.18626 0.2 0.0 -0.6 0.0881
N -0.98432 1.04409 0.23133 -0.2 -0.4 0.5 -0.1150
N -0.64055 -1.12615 0.98592 0.1 -0.2 0.3 -0.0232
N -0.02543 -0.84701 -1.23303 0.0 -0.4 0.3 -0.1056
N 1.88933 1.32785 -0.38588 -3.2 -1.5 -0.7 -0.5740
P -0.26690 0.90611 -1.39041 3.3 1.1 1.1 0.2917
H -1.46870 0.39472 2.14501 0.0 0.0 -0.1 0.4118
H 0.05075 -2.66830 -0.23677 0.0 0.1 0.0 0.4077
H -1.34891 1.97251 0.46948 0.0 -0.2 0.0 0.3269
H -0.72434 -1.77443 1.77311 0.0 0.2 -0.2 0.2963
H 0.30567 -1.31229 -2.08588 -0.1 0.0 0.2 0.3305
H 1.87430 2.30725 -0.11392 -0.1 0.4 -0.3 0.2840
H 2.56401 1.22971 -1.14104 0.0 0.2 -0.4 0.2893
```
Positions in Å, forces in eV/Å.

Summary:
* LUMO (spin up / spin down): -10.469 / -10.471 eV
* charge: +2
* total energy: -17417.260 eV
* F_max: 3.7 eV/Å
* energy above the lowest of the compared OMol25 structures with the same formula, charge and spin: 238.06 kJ/mol
* HOMO (spin up / spin down): -0.6580 / -0.6557 Ha
* Kohn-Sham gap (spin up / spin down): 7.4378 / 7.3724 eV

Entry from the OMol25 dataset: C4H7N3O in the gas phase in a non-equilibrium geometry (the ωB97M-V functional and the def2-TZVPD basis).

XYZ file:
```
15
Properties=species:S:1:pos:R:3:forces:R:3:mulliken_charge:R:1
C 1.96003 -0.35082 -0.63020 1.6 1.2 2.4 -1.0411
C 1.32835 0.16797 0.65394 -0.9 -1.1 -1.7 -0.3150
N -0.10689 0.35627 0.53002 -0.8 -3.3 2.0 0.4970
N -0.56365 1.28414 -0.22014 -1.9 0.4 -1.4 -0.6992
C -1.77136 0.99098 -0.62570 -0.6 -0.6 1.2 -0.2626
C -2.20459 -0.33312 0.00203 -3.9 0.5 -2.1 0.4812
O -3.34181 -0.83835 -0.01752 1.4 0.9 0.1 -0.6608
N -1.13354 -0.91271 0.48810 4.9 2.2 0.9 -0.2347
H 2.90432 -0.84725 -0.36183 -0.6 -0.4 -0.6 0.3297
H 1.18682 -0.81626 -1.10070 -1.4 -2.4 -1.7 0.3360
H 2.17453 0.50154 -1.19785 0.6 1.2 -1.2 0.3358
H 1.53882 -0.50073 1.44046 0.0 -0.4 1.3 0.3181
H 1.65270 1.14310 0.79679 0.8 1.7 1.0 0.2834
H -2.51819 1.67293 -1.06942 1.0 -0.4 0.1 0.3577
H -1.10554 -1.51771 1.31202 -0.2 0.5 -0.4 0.2746
```
Positions in Å, forces in eV/Å.

Summary:
* LUMO: 0.722 eV
* total energy: -10776.499 eV
* F_max: 5.4 eV/Å
* energy above the lowest of the compared OMol25 structures with the same formula, charge and spin: 313.44 kJ/mol
* SMILES: CCn1ncc(=O)[nH]1
* HOMO: -0.3248 Ha
* Kohn-Sham gap: 9.5590 eV

Entry from the OMol25 dataset: 2 unconnected molecules or ions with the total composition C20H48FN4O5P2 in a non-equilibrium geometry (the ωB97M-V functional and the def2-TZVPD basis).

XYZ file:
```
80
Properties=species:S:1:pos:R:3:forces:R:3:mulliken_charge:R:1
C 2.74603 -1.21256 -1.38977 -0.1 -0.1 0.2 -0.9628
C 2.14943 -1.70430 -2.69103 0.2 -0.6 0.3 -0.0507
O 2.88076 -1.26606 -3.82470 -0.1 0.2 -0.1 -0.4317
C 2.07398 -0.70889 -4.83794 -0.4 -0.1 0.2 -0.8707
C 1.65395 0.71223 -4.45429 0.1 -0.2 -0.1 0.8203
C 1.21376 1.60531 -5.61635 -0.1 0.1 0.5 -0.6576
C 1.16593 3.09514 -5.19379 0.1 -0.3 -0.3 -0.9611
C -0.23484 3.66376 -4.93867 0.3 -0.4 0.0 -1.2934
C -0.96681 3.11245 -3.69593 -0.3 0.3 -1.5 0.5185
C -1.72785 1.83082 -3.98138 -0.5 -0.8 0.9 -0.7413
C -2.55930 1.46368 -2.74155 0.8 0.6 0.1 -1.3491
C -1.55620 1.14283 -1.61726 -0.2 -0.4 -0.5 1.2963
C -2.18046 0.49055 -0.37411 0.1 0.0 -0.3 -0.8906
C -2.53491 -0.94747 -0.70997 0.4 0.0 -0.6 -0.4922
F -2.97153 -1.63641 0.39487 -0.2 0.1 0.0 -0.2963
C -0.65993 2.34459 -1.28243 -0.2 0.2 -0.2 -0.8594
P -1.39773 3.58943 -0.14250 0.0 -0.8 2.3 0.6752
O -1.37102 2.98717 1.19138 0.1 -0.3 -0.1 -0.6456
O -2.86277 3.98413 -0.57637 0.4 0.3 -0.7 -0.5514
O -0.49169 4.89765 -0.20387 -0.2 -0.1 -1.4 -0.6048
N -0.04611 2.98039 -2.52564 -0.3 0.2 0.7 0.1230
H 3.74622 -1.60773 -1.22284 0.1 0.1 -0.2 0.3675
H 2.13521 -1.60258 -0.57094 0.0 0.1 0.0 0.1783
H 2.78199 -0.12399 -1.31355 0.0 0.0 -0.1 0.2234
H 1.08486 -1.44365 -2.73938 0.0 0.2 -0.2 0.0415
H 2.17723 -2.79903 -2.67899 0.0 0.0 0.0 0.4067
H 1.18366 -1.33565 -4.97957 0.0 0.0 -0.1 0.3368
H 2.61167 -0.72950 -5.78490 0.3 0.1 0.1 0.3887
H 2.51982 1.15718 -3.95190 0.1 0.1 -0.1 0.3882
H 0.87296 0.60758 -3.69077 0.0 0.1 0.0 -0.9737
H 1.92533 1.45406 -6.42716 0.0 0.2 -0.1 0.5273
H 0.23084 1.32240 -5.99812 0.1 -0.2 -0.1 0.3956
H 1.81677 3.19497 -4.31835 0.1 0.3 -0.1 0.5102
H 1.63608 3.68038 -5.98232 -0.1 0.2 0.1 0.4030
H -0.86022 3.37549 -5.78447 -0.1 0.1 0.0 0.3686
H -0.22761 4.75405 -4.95240 0.1 0.0 0.3 0.4733
H -1.71729 3.86099 -3.42896 0.1 0.0 0.4 0.3287
H -1.08026 0.97406 -4.16708 0.2 0.2 -0.3 0.1572
H -2.38014 1.94227 -4.84426 0.1 0.3 -0.1 0.4755
H -3.13557 2.34721 -2.45835 -0.4 -0.2 0.0 0.2377
H -3.21528 0.62099 -2.93487 -0.1 0.0 0.0 0.5402
H -0.88596 0.38912 -2.05555 0.2 0.0 0.1 -0.5348
H -3.07833 1.03832 -0.08500 0.0 0.0 0.2 0.3010
H -1.46235 0.50736 0.44500 -0.1 0.0 0.2 0.6038
H -3.27619 -0.99460 -1.50979 -0.3 -0.1 0.3 0.3378
H -1.65144 -1.45987 -1.10718 0.1 -0.1 0.2 0.2468
H 0.17454 1.95428 -0.69501 0.1 0.2 0.1 0.6834
H -3.45627 3.50493 0.02702 -0.1 0.3 0.0 0.4073
H 0.38731 4.69622 0.15403 -0.1 0.3 0.3 0.3947
H 0.82451 2.49228 -2.75064 -0.2 -0.2 -0.4 0.4722
H 0.22495 3.93182 -2.25873 0.2 0.0 -0.1 0.5608
O 1.63830 -4.21512 4.75790 0.1 -0.4 -3.1 -0.7945
P 0.69352 -3.09944 4.51606 -1.7 1.6 5.0 0.4618
N 1.63182 -1.72826 4.92971 0.3 -0.2 0.1 0.1671
C 1.14214 -0.45396 5.41412 -0.3 0.3 -0.5 -0.9441
C 2.89888 -1.59411 4.22128 0.2 -0.4 0.0 -0.9895
N -0.53428 -3.46686 5.68277 0.1 0.3 0.5 0.1565
C -0.98216 -2.52087 6.70759 -0.2 0.2 0.0 -1.1777
C -0.38409 -4.78103 6.32389 0.1 -0.2 -0.2 -1.0876
N -0.39004 -2.44272 3.41968 1.2 -1.2 -2.4 0.1729
C 0.18887 -2.15711 2.10816 0.2 0.4 0.0 -1.3098
C -1.61446 -1.70756 3.64373 -0.6 -0.2 0.3 -0.6374
H 0.88753 0.25075 4.60516 0.0 0.0 0.0 0.2528
H 1.91766 0.01697 6.02283 0.1 0.0 0.0 0.3639
H 0.27483 -0.55392 6.05511 -0.1 0.0 -0.2 0.2607
H 2.76723 -1.36761 3.15287 0.0 0.1 0.0 0.2525
H 3.48035 -2.51244 4.29943 -0.1 0.0 0.0 0.2776
H 3.49482 -0.79097 4.65623 -0.1 0.0 0.1 0.3717
H -0.16849 -1.93998 7.14594 0.0 -0.1 0.1 0.3687
H -1.44351 -3.06143 7.53294 0.1 -0.2 -0.1 0.4531
H -1.76916 -1.84757 6.35745 0.2 0.2 -0.2 0.2891
H 0.37974 -4.77702 7.10818 0.0 0.0 0.0 0.3573
H -0.12580 -5.54607 5.59922 0.1 0.0 0.0 0.3636
H -1.33850 -5.07075 6.76645 0.0 0.2 0.0 0.3909
H 0.60198 -1.13693 2.06573 0.0 0.0 -0.1 0.3339
H -0.56848 -2.24418 1.32596 -0.1 -0.1 0.1 0.5357
H 0.99037 -2.85765 1.86098 0.0 0.0 0.1 0.3967
H -1.47843 -0.77525 4.20028 0.1 -0.1 0.1 0.2783
H -2.38227 -2.31728 4.11978 0.2 0.0 0.3 0.2933
H -2.03808 -1.43542 2.67689 0.2 0.0 -0.1 0.1200
```
Positions in Å, forces in eV/Å.

Summary:
* LUMO: -3.305 eV
* charge: +1
* total energy: -59007.023 eV
* F_max: 5.5 eV/Å
* HOMO: -0.3555 Ha
* Kohn-Sham gap: 6.3686 eV